C12H17BaF4N2O2S2 | ωB97M-V/def2-TZVPD

```
! wB97M-V def2-TZVPD RIJCOSX def2/J DEFGRID3
* xyz 1 1
C -3.871 -2.376 1.135
C -2.908 -1.224 0.593
C -2.216 -1.663 -0.869
C -0.707 -1.033 -1.041
C -0.620 0.339 -1.951
C 0.843 0.642 -2.466
C 1.656 1.455 -1.365
N 1.681 0.712 -0.080
C 1.446 1.568 1.103
S 2.413 3.164 1.127
N 1.670 0.914 2.407
C 1.435 1.650 3.369
S 1.315 2.548 4.670
C -0.121 2.002 1.095
O -1.053 1.268 1.548
O -0.413 3.151 0.611
C 2.808 -0.177 0.044
F 3.310 -0.556 -1.211
F 3.912 0.391 0.677
C 2.432 -1.569 0.750
F 3.375 -1.982 1.638
F 2.262 -2.529 -0.263
H -4.520 -2.787 0.325
H -3.250 -3.158 1.641
H -4.518 -1.891 1.916
H -3.488 -0.211 0.504
H -2.084 -1.119 1.403
H -2.126 -2.783 -0.807
H -2.877 -1.375 -1.784
H -0.348 -0.765 0.033
H -0.012 -1.828 -1.404
H -1.049 1.278 -1.380
H -1.238 0.101 -2.934
H 0.837 1.180 -3.451
H 1.318 -0.355 -2.670
H 2.678 1.737 -1.744
H 1.110 2.439 -1.290
H 2.209 3.815 -0.063
H 1.409 -1.460 1.206
Ba -2.699 0.488 -1.021
*
```

Summary:
- LUMO energy (eV) = -4.5
- relative energy (zero: lowest compared OMol25 entry of this formula, charge and spin) (kcal per mole) = 42.4
- gap between HOMO and LUMO (eV) = 6.513


C12H17Br4IrO9P3 | ωB97M-V/def2-TZVPD

```
! wB97M-V def2-TZVPD RIJCOSX def2/J DEFGRID3
* xyz 0 6
Ir 0.267 0.042 0.713
O 3.425 0.301 1.757
P 2.931 1.121 0.461
O 3.975 1.955 -0.118
O 2.190 0.073 -0.374
O 1.704 1.966 1.193
P 0.637 2.868 0.296
O 0.238 3.989 1.349
O 1.208 3.392 -0.932
O -0.567 1.892 0.190
H 4.149 0.777 2.193
H -0.177 3.647 2.153
Br -4.371 0.151 6.093
C -3.630 -0.008 4.384
C -4.479 -0.016 3.237
Br -6.330 0.185 3.442
C -3.941 -0.162 1.981
Br -4.997 -0.236 0.434
C -2.536 -0.279 1.786
O -2.022 -0.466 0.649
C -1.663 -0.231 2.965
O -0.400 -0.331 2.813
C -2.263 -0.122 4.239
Br -1.092 -0.129 5.709
C -1.266 -3.681 1.438
C -0.618 -3.589 0.056
P 0.687 -2.303 -0.055
C 2.004 -2.820 1.120
C 2.793 -4.069 0.732
C 1.324 -2.417 -1.770
C 1.311 -3.806 -2.408
H -2.028 -4.460 1.444
H -1.743 -2.739 1.692
H -0.534 -3.915 2.212
H -1.369 -3.342 -0.697
H -0.169 -4.547 -0.216
H 1.508 -2.956 2.084
H 2.675 -1.967 1.224
H 2.145 -4.936 0.598
H 3.507 -4.305 1.521
H 3.360 -3.904 -0.184
H 2.323 -1.984 -1.758
H 0.705 -1.733 -2.355
H 1.866 -4.537 -1.822
H 1.779 -3.748 -3.391
H 0.295 -4.173 -2.550
*
```

Summary:
- LUMO energy (alpha / beta) (eV) = -0.1 / -3.0
- relative energy (zero: lowest compared OMol25 entry of this formula, charge and spin) (kcal per mole) = 9.0
- gap between HOMO and LUMO (alpha / beta) (eV) = 8.351 / 6.168


C12H17BrI2N3O2RhS | ωB97M-V/def2-TZVPD

```
! wB97M-V def2-TZVPD RIJCOSX def2/J DEFGRID3
* xyz 2 1
Rh 0.356 0.362 0.128
C 1.470 2.502 -1.504
C 1.371 1.275 -2.380
N 0.243 0.413 -1.918
C -1.121 0.671 -2.436
C -1.776 1.867 -1.780
S -1.584 1.776 0.046
C -0.753 3.365 0.439
C 0.720 3.175 0.771
N 1.341 2.115 -0.063
H 0.680 3.217 -1.721
H 2.420 3.012 -1.660
H 2.272 0.675 -2.274
H 1.256 1.540 -3.432
H 0.488 -0.545 -2.164
H -1.705 -0.219 -2.204
H -1.105 0.782 -3.522
H -2.845 1.851 -1.988
H -1.391 2.823 -2.127
H -1.262 3.774 1.310
H -0.941 4.045 -0.390
H 0.820 2.861 1.807
H 1.270 4.112 0.645
H 2.259 1.898 0.325
Br -0.944 1.354 3.408
C 0.413 0.053 3.283
C 0.794 -0.611 4.441
C 1.742 -1.612 4.348
C 2.291 -1.914 3.107
C 1.879 -1.190 2.014
N 0.945 -0.212 2.093
C 2.431 -1.470 0.636
O 3.152 -2.395 0.404
O 2.054 -0.563 -0.256
H 0.346 -0.345 5.387
H 2.040 -2.158 5.232
H 3.029 -2.691 2.966
I -1.063 -2.106 0.142
I 0.221 -4.314 -0.575
*
```

Summary:
- LUMO energy (eV) = -8.1
- relative energy (zero: lowest compared OMol25 entry of this formula, charge and spin) (kcal per mole) = 2.3
- gap between HOMO and LUMO (eV) = 7.439


C12H17ErF3NO3S | ωB97M-V/def2-TZVPD

```
! wB97M-V def2-TZVPD RIJCOSX def2/J DEFGRID3
* xyz 2 4
Er 11.552 7.854 7.425
C 12.865 8.788 9.905
O 12.157 7.550 9.528
C 12.960 6.358 9.834
C 14.034 6.119 8.778
O 13.370 6.221 7.429
C 14.219 6.606 6.305
C 13.498 7.214 5.122
O 12.533 8.249 5.536
C 12.671 9.500 4.965
H 13.722 9.082 9.213
H 13.301 8.759 10.910
H 12.137 9.596 9.853
H 12.215 5.581 9.815
H 13.509 6.437 10.796
H 14.488 5.126 8.951
H 14.813 6.875 8.742
H 14.706 5.659 6.020
H 14.937 7.325 6.771
H 12.949 6.382 4.638
H 14.236 7.569 4.395
H 12.666 9.455 3.844
H 13.575 9.989 5.273
H 11.817 10.121 5.284
F 6.989 7.897 9.628
C 6.534 7.367 8.401
F 6.073 8.414 7.709
F 5.439 6.584 8.686
C 7.623 6.629 7.674
C 7.519 5.257 7.467
C 8.596 4.520 6.985
C 9.658 5.244 6.445
N 9.862 6.542 6.843
C 8.854 7.284 7.387
S 9.242 8.947 7.778
H 6.600 4.647 7.547
H 8.450 3.451 6.763
H 10.314 4.905 5.617
*
```

Summary:
- LUMO energy (alpha / beta) (eV) = -6.9 / -6.8
- gap between HOMO and LUMO (alpha / beta) (eV) = 8.073 / 8.177


C12H17FN3O4 | ωB97M-V/def2-TZVPD

```
! wB97M-V def2-TZVPD RIJCOSX def2/J DEFGRID3
* xyz 0 2
C 1.397 -0.350 -1.638
C 0.676 0.901 -1.140
C 1.290 2.053 -1.942
C 0.945 1.208 0.335
C 0.100 0.442 1.348
O 0.163 1.248 2.563
C -0.661 0.889 3.483
N -1.432 0.677 4.319
C 0.704 -0.922 1.711
O 0.068 -1.754 2.312
N 2.051 -1.189 1.306
C 2.330 -2.570 1.334
O 2.220 -3.303 0.374
F 2.759 -3.023 2.502
C -1.340 0.239 0.916
C -1.575 -0.026 -0.574
C -3.052 0.319 -0.847
C -1.422 -1.500 -0.955
N -0.765 0.868 -1.435
O -1.273 2.038 -1.544
H 1.089 -1.245 -1.135
H 2.446 -0.204 -1.444
H 1.270 -0.421 -2.707
H 0.992 1.983 -2.972
H 2.362 1.926 -1.916
H 1.055 3.015 -1.526
H 0.715 2.254 0.484
H 1.993 1.108 0.547
H 2.720 -0.656 1.853
H -1.940 1.087 1.197
H -1.726 -0.613 1.452
H -3.210 0.358 -1.908
H -3.649 -0.472 -0.424
H -3.352 1.235 -0.372
H -2.345 -2.032 -0.828
H -0.606 -1.993 -0.449
H -1.187 -1.532 -2.010
*
```

Summary:
- LUMO energy (alpha / beta) (eV) = 0.0 / -0.3
- gap between HOMO and LUMO (alpha / beta) (eV) = 9.021 / 9.786


C12H17N | ωB97M-V/def2-TZVPD

```
! wB97M-V def2-TZVPD RIJCOSX def2/J DEFGRID3
* xyz 0 1
C -1.792 -1.044 -2.620
C -0.769 -1.170 -1.537
C 0.533 -1.520 -1.750
N 1.267 -1.357 -0.581
C 0.417 -0.988 0.430
C 0.668 -1.000 1.815
C -0.426 -0.845 2.625
C -1.751 -0.888 2.131
C -1.934 -0.840 0.777
C -0.859 -0.874 -0.145
H -1.251 -0.937 -3.546
H -2.442 -0.174 -2.559
H -2.387 -1.942 -2.799
H 1.136 -1.717 -2.581
H 2.263 -1.380 -0.672
H 1.683 -1.077 2.177
H -0.208 -0.778 3.684
H -2.596 -1.016 2.785
H -2.931 -0.955 0.357
C 1.886 1.830 0.433
C 1.487 3.274 0.156
C 0.513 3.318 -1.017
H 1.083 1.348 0.963
H 2.273 1.400 -0.493
H 2.754 1.731 1.099
H 2.331 3.974 0.178
H 0.992 3.713 1.036
H 0.017 4.254 -1.283
H -0.353 2.725 -0.705
H 1.022 2.901 -1.886
*
```

Summary:
- LUMO energy (eV) = 0.9
- relative energy (zero: lowest compared OMol25 entry of this formula, charge and spin) (kcal per mole) = 24.3
- SMILES = Cc1c[nH]c2ccccc12.CCC
- gap between HOMO and LUMO (eV) = 8.726


C12H17N | ωB97M-V/def2-TZVPD

```
! wB97M-V def2-TZVPD RIJCOSX def2/J DEFGRID3
* xyz 0 1
C -2.182 -1.430 1.487
C -2.028 -0.827 0.042
C -3.497 -0.426 -0.661
C -0.971 0.151 -0.557
C -0.291 2.638 -0.338
C 1.062 2.100 0.496
C 1.523 0.747 0.123
C 2.896 0.397 0.221
C 3.163 -1.066 -0.086
C 2.293 -1.993 -0.359
C 0.907 -1.640 -0.507
C 0.507 -0.263 -0.273
H -2.506 -2.700 1.405
H -3.233 -0.888 2.307
H -1.063 -1.016 2.009
H -1.952 -1.720 -0.517
H -4.396 0.380 -0.367
H -4.069 -1.610 -0.767
H -3.566 -0.373 -1.779
H -1.309 -0.173 -1.521
H -1.074 1.378 1.093
H -0.131 2.765 -1.424
H -0.483 3.806 0.061
H 1.988 2.856 0.589
H 0.404 1.787 1.637
H 3.768 1.070 0.710
H 4.278 -1.385 0.106
H 2.660 -3.053 -0.414
H -0.010 -2.540 -0.308
N -1.371 1.585 -0.050
*
```

Summary:
- LUMO energy (eV) = 0.6
- relative energy (zero: lowest compared OMol25 entry of this formula, charge and spin) (kcal per mole) = 230.8
- gap between HOMO and LUMO (eV) = 9.511


C12H17N | ωB97M-V/def2-TZVPD

```
! wB97M-V def2-TZVPD RIJCOSX def2/J DEFGRID3
* xyz 0 1
C 2.411 -1.015 -1.929
C 1.229 -0.212 -1.607
C 1.177 1.182 -1.585
N -0.136 1.613 -1.476
C -0.930 0.519 -1.314
C -2.327 0.328 -1.411
C -2.792 -0.956 -1.219
C -1.937 -2.060 -1.135
C -0.554 -1.968 -1.354
C -0.078 -0.636 -1.348
H 2.338 -2.087 -1.976
H 3.236 -0.754 -1.243
H 2.846 -0.705 -2.887
H 2.009 1.874 -1.488
H -0.412 2.562 -1.658
H -3.063 1.112 -1.527
H -3.866 -1.057 -1.084
H -2.101 -3.064 -0.767
H 0.119 -2.783 -1.087
C -0.121 1.977 2.359
C 0.132 0.702 3.166
C 0.741 -0.391 2.288
H -0.532 1.631 1.423
H 0.790 2.575 2.182
H -0.817 2.698 2.827
H 0.873 0.942 3.926
H -0.747 0.306 3.759
H 1.569 -0.899 2.804
H 0.132 -1.357 2.113
H 0.809 -0.076 1.248
*
```

Summary:
- LUMO energy (eV) = 0.9
- relative energy (zero: lowest compared OMol25 entry of this formula, charge and spin) (kcal per mole) = 37.8
- SMILES = Cc1c[nH]c2ccccc12.CCC
- gap between HOMO and LUMO (eV) = 8.548


C12H17N | ωB97M-V/def2-TZVPD

```
! wB97M-V def2-TZVPD RIJCOSX def2/J DEFGRID3
* xyz 0 1
C 3.355 2.322 -1.167
C 2.491 1.287 -0.540
C 2.628 0.906 0.773
N 1.706 -0.091 1.037
C 1.140 -0.529 -0.160
C 0.089 -1.439 -0.373
C -0.462 -1.411 -1.629
C -0.077 -0.472 -2.569
C 1.029 0.367 -2.437
C 1.576 0.375 -1.155
H 3.724 2.098 -2.162
H 4.071 2.643 -0.396
H 2.853 3.271 -1.442
H 2.971 1.386 1.678
H 1.488 -0.487 1.934
H -0.154 -2.243 0.312
H -1.210 -2.135 -1.977
H -0.552 -0.550 -3.537
H 1.390 0.861 -3.309
C -1.800 0.480 1.922
C -2.973 -0.461 2.016
C -2.815 -1.581 0.921
H -1.942 1.329 2.593
H -1.586 0.712 0.887
H -0.914 -0.057 2.302
H -3.261 -0.949 2.947
H -3.902 -0.014 1.647
H -2.469 -1.208 -0.031
H -2.528 -2.583 1.234
H -3.869 -1.828 0.683
*
```

Summary:
- LUMO energy (eV) = 0.9
- relative energy (zero: lowest compared OMol25 entry of this formula, charge and spin) (kcal per mole) = 34.5
- SMILES = Cc1c[nH]c2ccccc12.CCC
- gap between HOMO and LUMO (eV) = 8.647


C12H17N | ωB97M-V/def2-TZVPD

```
! wB97M-V def2-TZVPD RIJCOSX def2/J DEFGRID3
* xyz 0 1
C -1.230 1.842 -0.710
C 0.035 1.971 0.084
C 0.440 2.655 1.183
N 1.765 2.418 1.470
C 2.226 1.462 0.576
C 3.502 0.912 0.467
C 3.709 -0.028 -0.529
C 2.705 -0.299 -1.482
C 1.455 0.252 -1.310
C 1.163 1.136 -0.271
H -0.924 1.335 -1.625
H -1.621 2.794 -1.035
H -2.042 1.279 -0.251
H -0.205 3.290 1.775
H 2.263 2.630 2.314
H 4.317 1.309 1.061
H 4.717 -0.415 -0.623
H 2.945 -0.884 -2.359
H 0.670 -0.080 -1.978
C -3.146 -2.546 1.189
C -1.915 -1.829 0.660
C -1.855 -1.924 -0.869
H -3.016 -2.787 2.243
H -3.367 -3.480 0.670
H -4.050 -1.949 1.041
H -1.907 -0.806 1.005
H -1.004 -2.267 1.080
H -2.858 -1.692 -1.220
H -1.127 -1.337 -1.421
H -1.645 -2.962 -1.135
*
```

Summary:
- LUMO energy (eV) = 0.9
- relative energy (zero: lowest compared OMol25 entry of this formula, charge and spin) (kcal per mole) = 12.4
- SMILES = Cc1c[nH]c2ccccc12.CCC
- gap between HOMO and LUMO (eV) = 8.800


C12H17N2O | ωB97M-V/def2-TZVPD

```
! wB97M-V def2-TZVPD RIJCOSX def2/J DEFGRID3
* xyz 1 3
C -3.787 0.563 0.603
C -3.151 1.189 -0.496
C -3.041 -0.301 1.380
C -1.884 0.715 -1.020
C -1.795 -0.660 0.920
C -1.229 -0.226 -0.242
C 1.843 -1.680 0.200
C 0.170 -0.596 -0.559
C 1.329 -0.170 0.355
C 0.059 -3.077 -1.085
C 1.091 2.208 -0.226
C 3.148 1.284 0.954
N 0.671 -1.940 -0.404
N 2.062 1.055 -0.025
O 2.823 -2.298 0.528
H -4.795 0.887 0.959
H -3.760 1.905 -1.047
H -3.386 -0.667 2.302
H -1.472 1.022 -2.011
H -1.260 -1.305 1.569
H 0.329 -0.233 -1.725
H 0.794 0.002 1.272
H -1.068 -3.295 -0.815
H 0.090 -2.844 -2.168
H 0.759 -3.994 -1.142
H 0.254 2.195 0.441
H 1.624 3.186 -0.071
H 0.564 2.310 -1.175
H 3.001 0.844 1.941
H 4.058 0.744 0.518
H 3.464 2.349 1.112
H 2.495 0.829 -0.844
*
```

Summary:
- LUMO energy (alpha / beta) (eV) = -2.9 / -6.1
- relative energy (zero: lowest compared OMol25 entry of this formula, charge and spin) (kcal per mole) = 55.8
- gap between HOMO and LUMO (alpha / beta) (eV) = 5.395 / 6.633


C12H17N3 | ωB97M-V/def2-TZVPD

```
! wB97M-V def2-TZVPD RIJCOSX def2/J DEFGRID3
* xyz 0 1
C -1.770 0.265 1.112
C -1.574 -0.302 -0.923
C -2.860 0.751 0.457
C -0.224 -4.629 -0.039
C -0.353 -3.359 0.238
C 0.618 -2.308 0.159
C 0.272 -1.038 0.371
C 1.963 0.628 0.709
C -3.957 1.653 0.853
C 2.557 2.712 -0.301
C 1.566 0.867 -1.727
C 2.454 1.250 -0.512
N -2.715 0.340 -0.871
N 2.363 0.636 1.861
N -0.930 -0.389 0.288
H -1.505 0.363 2.208
H -1.130 -0.697 -1.766
H -0.888 -5.491 0.231
H 0.720 -4.976 -0.464
H -1.330 -3.035 0.574
H 1.541 -2.651 -0.119
H -3.555 2.493 1.481
H -4.251 2.095 -0.132
H -4.822 1.107 1.341
H 1.579 3.060 0.285
H 2.424 3.391 -1.164
H 3.272 3.097 0.440
H 0.511 1.170 -1.474
H 1.963 1.239 -2.591
H 1.498 -0.200 -1.702
H 3.333 0.727 -0.639
H 3.230 1.231 1.814
*
```

Summary:
- LUMO energy (eV) = 0.2
- relative energy (zero: lowest compared OMol25 entry of this formula, charge and spin) (kcal per mole) = 146.1
- gap between HOMO and LUMO (eV) = 7.990


C12H17N4O3OsSSe | ωB97M-V/def2-TZVPD

```
! wB97M-V def2-TZVPD RIJCOSX def2/J DEFGRID3
* xyz 3 1
Os -0.582 -0.150 -0.339
C -2.760 -1.007 1.780
O -1.776 -1.396 0.760
C -1.548 -2.838 0.657
C -0.941 -3.072 -0.707
O 0.053 -2.033 -0.982
C 1.435 -2.294 -0.579
C 1.647 -1.855 0.848
O 1.004 -0.551 0.980
C 1.447 0.186 2.169
H -3.709 -1.473 1.523
H -2.404 -1.343 2.752
H -2.841 0.074 1.742
H -0.917 -3.142 1.490
H -2.509 -3.347 0.735
H -0.476 -4.054 -0.781
H -1.679 -2.979 -1.503
H 1.658 -3.350 -0.724
H 2.039 -1.711 -1.271
H 1.227 -2.529 1.594
H 2.715 -1.746 1.042
H 2.525 0.318 2.109
H 0.940 1.144 2.166
H 1.176 -0.390 3.052
S -1.901 0.082 -2.023
C -2.119 1.757 -2.243
N -2.210 2.902 -2.339
Se -1.582 3.391 1.093
N -0.400 4.402 0.312
C 0.427 3.659 -0.427
C 1.485 4.027 -1.305
C 2.089 3.013 -2.014
C 1.686 1.661 -1.899
N 0.717 1.299 -1.062
C 0.138 2.291 -0.353
N -0.868 1.862 0.389
H 1.779 5.063 -1.426
H 2.884 3.237 -2.711
H 2.148 0.892 -2.506
*
```

Summary:
- LUMO energy (alpha / beta) (eV) = -13.4 / -13.4
- relative energy (zero: lowest compared OMol25 entry of this formula, charge and spin) (kcal per mole) = 0.0
- gap between HOMO and LUMO (alpha / beta) (eV) = 6.478 / 6.477


C12H17N5O4SZn | ωB97M-V/def2-TZVPD

```
! wB97M-V def2-TZVPD RIJCOSX def2/J DEFGRID3
* xyz 0 1
Zn -10.420 14.814 18.716
S -10.512 14.170 14.872
O -9.964 12.996 14.229
O -9.498 14.703 15.735
O -10.989 15.168 13.931
O -11.521 13.859 15.903
C -12.584 21.367 19.466
C -12.185 20.029 19.097
N -11.832 18.955 18.821
H -13.244 21.751 18.688
H -11.686 21.982 19.528
H -13.190 21.419 20.371
C -4.076 16.281 19.948
C -5.487 16.052 20.082
N -6.587 15.832 20.194
H -3.948 17.030 19.165
H -3.637 15.309 19.726
H -3.650 16.703 20.859
C -14.089 15.388 24.271
C -13.465 14.983 23.029
N -13.016 14.769 22.012
H -15.126 15.072 24.155
H -14.139 16.456 24.480
H -13.478 14.861 25.004
C -7.869 8.107 19.067
C -8.461 9.446 19.067
N -8.866 10.510 19.074
H -7.858 7.754 20.098
H -6.846 8.329 18.763
H -8.376 7.373 18.440
N -6.580 19.070 15.794
C -6.581 20.161 16.671
C -5.615 21.023 16.191
C -4.960 20.349 15.144
C -5.632 19.162 14.796
H -7.239 18.319 15.941
H -7.359 20.253 17.415
H -5.425 22.013 16.578
H -4.125 20.785 14.614
H -5.574 18.418 14.015
*
```

Summary:
- LUMO energy (eV) = -4.6
- relative energy (zero: lowest compared OMol25 entry of this formula, charge and spin) (kcal per mole) = 225.7
- gap between HOMO and LUMO (eV) = 3.445


We obtain max |F| values of 13.52, 1.35, 1.40, 3.24, 3.24, 2.12, 7.97, 3.07, 2.97, 1.47, 5.23, 4.88, 0.35, 4.99 eV/A for the records listed above, in that order.